Record 1
{"formula": "C43H48InN2OP2SSi2", "method": "ωB97M-V/def2-TZVPD", "charge": 1, "multiplicity": 1, "energy_ev": -100737.684, "e_above_lowest_kj_mol": 0.0, "homo_energy_ev": -10.11, "elements": ["In", "C", "Si", "C", "C", "N", "P", "C", "P", "N", "Si", "C", "C", "C", "C", "C", "C", "C", "C", "C", "C", "C", "C", "C", "C", "C", "C", "C", "C", "C", "C", "C", "C", "C", "C", "C", "C", "C", "H", "H", "H", "H", "H", "H", "H", "H", "H", "H", "H", "H", "H", "H", "H", "H", "H", "H", "H", "H", "H", "H", "H", "H", "H", "H", "H", "H", "H", "H", "H", "H", "H", "H", "H", "H", "H", "H", "O", "S", "C", "C", "C", "C", "C", "C", "C", "C", "C", "C", "C", "C", "H", "H", "H", "H", "H", "H", "H", "H", "H", "H"], "coordinates": [[-0.3186, -0.6781, -0.4407], [4.0215, -0.4566, 2.4224], [2.5122, -1.2678, 1.6929], [1.6027, -2.1936, 3.0259], [3.0387, -2.4476, 0.3404], [1.3392, -0.1976, 0.9654], [1.3250, 1.3612, 0.4778], [-0.1547, 1.6303, -0.3896], [-1.6530, 1.6051, 0.5113], [-2.1321, 0.0458, 0.5959], [-3.7418, -0.5532, 0.9503], [-4.7751, -0.4969, -0.5951], [-3.4960, -2.3310, 1.4939], [-4.6070, 0.4002, 2.2955], [-2.8600, 2.5748, -0.4328], [-2.8658, 2.4051, -1.8203], [-3.8388, 3.0132, -2.5959], [-4.8225, 3.7937, -1.9939], [-4.8242, 3.9666, -0.6180], [-3.8460, 3.3582, 0.1620], [-1.5960, 2.3197, 2.1658], [-1.5479, 3.7003, 2.3649], [-1.5557, 4.2135, 3.6533], [-1.6061, 3.3548, 4.7459], [-1.6198, 1.9791, 4.5535], [-1.6127, 1.4604, 3.2670], [2.6457, 1.7277, -0.7149], [3.9718, 1.8042, -0.2842], [4.9938, 2.0387, -1.1918], [4.6963, 2.2228, -2.5380], [3.3782, 2.1650, -2.9710], [2.3554, 1.9100, -2.0648], [1.6633, 2.4953, 1.8431], [1.5666, 2.0694, 3.1669], [1.8789, 2.9401, 4.2013], [2.3097, 4.2291, 3.9170], [2.4066, 4.6603, 2.5988], [2.0784, 3.8002, 1.5619], [4.3767, -1.0647, 3.2645], [3.8278, 0.5506, 2.7997], [4.8307, -0.4042, 1.6871], [2.1776, -3.0652, 3.3639], [0.6315, -2.5474, 2.6651], [1.4265, -1.5542, 3.8981], [3.5678, -3.3296, 0.7206], [3.6998, -1.9320, -0.3654], [2.1593, -2.7900, -0.2195], [-4.1882, -0.8047, -1.4681], [-5.1391, 0.5208, -0.7795], [-5.6461, -1.1588, -0.5200], [-3.6792, -3.0083, 0.6502], [-4.1872, -2.6159, 2.2942], [-2.4728, -2.4838, 1.8535], [-4.3652, 1.4669, 2.2629], [-4.3417, 0.0288, 3.2910], [-5.6912, 0.2988, 2.1706], [-2.0939, 1.8078, -2.2847], [-3.8305, 2.8865, -3.6728], [-5.5874, 4.2662, -2.5998], [-5.5882, 4.5744, -0.1473], [-3.8583, 3.5008, 1.2365], [-1.5032, 4.3735, 1.5138], [-1.5345, 5.2871, 3.8045], [-1.6385, 3.7619, 5.7494], [-1.6364, 1.3109, 5.4068], [-1.6365, 0.3908, 3.1018], [4.2054, 1.6996, 0.7697], [6.0214, 2.0897, -0.8499], [5.4941, 2.4221, -3.2456], [3.1447, 2.3374, -4.0153], [1.3259, 1.8743, -2.3920], [1.2637, 1.0490, 3.3769], [1.7879, 2.6122, 5.2310], [2.5781, 4.8996, 4.7249], [2.7477, 5.6653, 2.3782], [2.1498, 4.1355, 0.5327], [-0.4986, -2.7720, -0.6603], [-1.4297, -3.9879, -0.6143], [-1.0018, -4.8574, 0.8648], [0.3081, -4.8549, 1.3215], [0.5994, -5.5431, 2.4863], [-0.4103, -6.2098, 3.1753], [-1.7164, -6.1991, 2.7006], [-2.0221, -5.5131, 1.5348], [-0.7223, -5.0944, -1.8155], [0.4571, -4.7633, -2.4604], [0.9620, -5.6427, -3.4103], [0.2839, -6.8199, -3.7007], [-0.9080, -7.1260, -3.0497], [-1.4212, -6.2593, -2.0995], [1.0796, -4.3178, 0.7829], [1.6187, -5.5676, 2.8545], [-0.1763, -6.7388, 4.0903], [-2.4966, -6.7208, 3.2411], [-3.0404, -5.4831, 1.1600], [0.9636, -3.8364, -2.2281], [1.8853, -5.4052, -3.9259], [0.6813, -7.5016, -4.4431], [-1.4400, -8.0384, -3.2903], [-2.3517, -6.4903, -1.5883]], "forces_ev_per_a": [[-0.435, 0.982, 1.106], [0.206, 0.039, 0.061], [-0.250, 0.064, -0.216], [-0.052, -0.156, 0.213], [0.072, -0.148, -0.100], [0.189, -0.285, -0.154], [-0.125, 0.394, -0.554], [-0.092, -0.774, 0.388], [0.269, 0.251, -0.698], [-0.024, -0.345, -0.036], [0.245, -0.055, -0.077], [-0.170, 0.008, -0.188], [-0.093, -0.174, -0.120], [-0.031, 0.158, 0.185], [-0.227, -0.068, 0.094], [-0.086, 0.144, 0.106], [-0.023, 0.021, 0.019], [0.015, -0.032, -0.009], [0.011, -0.004, -0.007], [-0.058, -0.033, -0.030], [0.003, -0.049, 0.155], [0.130, -0.036, -0.010], [0.004, 0.019, 0.018], [-0.017, -0.023, -0.036], [0.027, 0.034, -0.003], [-0.065, 0.208, -0.101], [0.199, -0.111, 0.080], [-0.002, -0.041, -0.021], [-0.001, 0.010, -0.019], [0.003, -0.012, 0.010], [0.049, 0.001, 0.030], [0.115, 0.009, -0.001], [0.100, -0.019, 0.112], [0.077, 0.011, -0.135], [-0.015, 0.014, 0.029], [-0.013, -0.006, -0.013], [-0.019, 0.006, -0.016], [-0.108, -0.074, 0.042], [-0.026, 0.103, -0.124], [0.028, -0.073, 0.025], [-0.070, 0.040, 0.102], [-0.103, 0.122, 0.001], [0.065, 0.045, 0.086], [-0.004, -0.051, -0.079], [-0.033, 0.102, -0.069], [-0.062, -0.063, 0.046], [0.124, -0.005, 0.015], [-0.086, 0.012, 0.051], [0.049, -0.112, -0.032], [0.079, 0.101, -0.007], [0.027, 0.063, 0.167], [0.088, 0.035, -0.073], [-0.093, -0.026, 0.057], [-0.106, -0.116, 0.028], [-0.027, 0.082, -0.095], [0.109, -0.004, 0.043], [0.080, -0.013, -0.040], [-0.007, -0.005, 0.079], [0.064, -0.025, 0.033], [0.054, -0.030, -0.022], [-0.029, -0.021, -0.071], [-0.029, -0.062, 0.067], [0.018, -0.082, -0.002], [0.037, -0.017, -0.033], [-0.034, 0.032, -0.042], [0.008, -0.012, 0.020], [0.005, 0.000, -0.065], [-0.072, 0.019, -0.014], [-0.076, -0.013, 0.056], [-0.001, -0.049, 0.051], [-0.049, 0.057, 0.007], [-0.026, 0.091, 0.013], [0.041, 0.003, -0.075], [-0.032, -0.022, -0.032], [-0.040, -0.063, 0.016], [0.032, -0.023, 0.055], [0.401, 0.239, -0.083], [-0.204, -0.175, -0.157], [0.073, 0.164, 0.106], [0.010, -0.112, -0.021], [0.011, -0.091, 0.037], [-0.020, 0.021, -0.073], [0.075, -0.081, 0.066], [-0.114, -0.021, 0.000], [0.084, 0.127, -0.158], [-0.006, -0.054, -0.023], [-0.005, -0.070, -0.016], [-0.011, 0.043, 0.030], [0.073, -0.039, -0.044], [-0.083, -0.017, 0.026], [-0.044, -0.071, 0.020], [-0.095, 0.028, 0.005], [-0.004, 0.004, -0.033], [0.037, 0.042, -0.027], [0.081, 0.035, 0.052], [0.017, -0.033, -0.014], [-0.071, -0.013, 0.044], [-0.031, 0.047, 0.039], [0.037, 0.054, 0.031], [0.076, 0.028, -0.057]], "mulliken_charge": [1.54, -1.07, 0.31, -0.63, -0.50, 0.08, 1.73, -1.57, 0.66, 0.36, 0.15, -1.05, -0.95, -0.84, 0.72, -0.72, -0.73, -0.53, -0.87, -0.25, 0.97, -0.27, -0.89, -0.72, -0.91, -0.46, 0.17, -0.39, -0.87, -0.58, -0.74, -0.68, 0.65, 0.13, -0.83, -0.75, -0.76, -0.85, 0.51, 0.26, 0.30, 0.28, -0.03, 0.37, 0.37, 0.38, -0.44, 0.28, 0.25, 0.42, 0.25, 0.52, 0.06, 0.14, 0.34, 0.48, 0.29, 0.43, 0.40, 0.44, 0.27, 0.57, 0.48, 0.43, 0.45, 0.52, 0.51, 0.45, 0.41, 0.44, 0.41, 0.39, 0.47, 0.42, 0.46, 0.55, -0.92, 0.32, 0.89, -0.63, -0.50, -0.67, -0.71, -0.28, 0.70, -0.32, -0.74, -0.51, -0.69, -0.51, 0.38, 0.50, 0.42, 0.43, 0.42, 0.17, 0.44, 0.40, 0.41, 0.40]}

Record 2
{"formula": "C43H49N2O3PPdS3", "method": "ωB97M-V/def2-TZVPD", "multiplicity": 5, "energy_ev": -99781.138, "homo_energy_ev": [-6.72, -7.33], "s2": 6.0652, "elements": ["Pd", "C", "C", "S", "C", "C", "S", "H", "H", "H", "H", "H", "H", "O", "S", "O", "O", "C", "C", "C", "C", "C", "C", "P", "C", "C", "C", "C", "C", "C", "C", "C", "C", "C", "C", "C", "H", "H", "H", "H", "H", "H", "H", "H", "H", "H", "H", "H", "H", "H", "C", "C", "C", "C", "C", "C", "C", "C", "C", "C", "C", "C", "N", "C", "C", "C", "C", "C", "N", "C", "C", "C", "C", "H", "H", "H", "H", "H", "H", "H", "H", "H", "H", "H", "H", "H", "H", "H", "H", "H", "H", "H", "H", "H", "H", "H", "H", "H", "H", "H", "H", "H"], "coordinates": [[0.0837, 0.7577, 0.0271], [3.5529, 2.6157, -4.2768], [2.5411, 2.9122, -3.1298], [2.6707, 2.3096, -1.5718], [1.4208, 3.7289, -3.3765], [1.1429, 4.2352, -4.7375], [0.5451, 4.0628, -1.9756], [4.3223, 1.8875, -4.0072], [4.0587, 3.5101, -4.5998], [3.0303, 2.2970, -5.2043], [1.9961, 4.8283, -5.1038], [0.2197, 4.8367, -4.8007], [0.9678, 3.3882, -5.4250], [1.3791, 2.4032, 1.6991], [0.1815, 3.2416, 1.6926], [0.3258, 4.6647, 1.7402], [-0.6943, 2.7083, 0.6089], [-0.6549, 2.7993, 3.2131], [-0.7615, 3.6908, 4.2818], [-1.2772, 3.2678, 5.5026], [-1.6861, 1.9553, 5.6701], [-1.5495, 1.0888, 4.6163], [-0.9757, 1.4683, 3.4046], [-0.6182, 0.0948, 2.2406], [-2.1502, -0.8807, 2.4096], [-3.2869, -0.2493, 1.8659], [-4.5451, -0.8903, 1.9467], [-4.6385, -2.1634, 2.4989], [-3.4986, -2.7796, 3.0180], [-2.2670, -2.1334, 2.9910], [0.7420, -0.6762, 3.1765], [1.0059, -2.0532, 3.1582], [2.0328, -2.5883, 3.8749], [2.8073, -1.7781, 4.7035], [2.5239, -0.4116, 4.7944], [1.5037, 0.1362, 4.0409], [-0.4002, 4.7147, 4.1268], [-1.2938, 3.9372, 6.3638], [-2.0861, 1.5703, 6.6168], [-1.8645, 0.0589, 4.7166], [-3.1617, 0.7220, 1.3812], [-5.4516, -0.3652, 1.5837], [-5.6336, -2.5985, 2.5476], [-3.5504, -3.7773, 3.4183], [-1.3878, -2.6141, 3.3896], [0.4144, -2.6953, 2.5282], [2.2519, -3.6411, 3.8974], [3.6016, -2.1976, 5.2961], [3.1150, 0.1941, 5.4680], [1.3075, 1.1887, 4.1017], [-1.8854, -2.2611, -0.8595], [-0.9263, -3.4205, -1.0451], [-0.6216, -3.6553, -2.5476], [0.3548, -3.4317, -0.1950], [0.6592, -4.6239, 0.4660], [1.8907, -4.8554, 1.0687], [2.8684, -3.8678, 0.9746], [2.6082, -2.6308, 0.3778], [3.7348, -1.6317, 0.2801], [4.1746, -1.3336, -1.1283], [3.4988, -0.3593, 1.1134], [1.3245, -2.4143, -0.1475], [0.9921, -1.1294, -0.7209], [1.1252, -0.9879, -2.0094], [0.4229, -0.0305, -2.7428], [0.3916, 0.1365, -4.1460], [-0.6713, 0.9598, -4.4015], [-1.2513, 1.3056, -3.1356], [-0.6037, 0.7230, -2.1305], [-2.5790, 2.0371, -2.9872], [-3.7042, 1.1748, -3.5827], [-2.8755, 2.2705, -1.5397], [-2.5396, 3.3892, -3.7185], [-2.8119, -2.5108, -1.3947], [-1.5212, -1.3210, -1.2651], [-2.1075, -2.0914, 0.1950], [-1.4143, -4.3014, -0.6867], [-0.3087, -2.7439, -3.0258], [-1.5424, -3.9640, -3.0488], [0.1076, -4.4491, -2.6826], [-0.0616, -5.4182, 0.4809], [2.1411, -5.8271, 1.5010], [3.8872, -4.0411, 1.3451], [4.5530, -2.1563, 0.7707], [4.2015, -2.2338, -1.7724], [3.5426, -0.5914, -1.6247], [5.1921, -0.8789, -1.1380], [3.2162, -0.5181, 2.1647], [2.7266, 0.2499, 0.6417], [4.3839, 0.2524, 1.1030], [1.6597, -1.7354, -2.6029], [1.0317, -0.3665, -4.8789], [-1.0429, 1.2718, -5.3619], [-3.7372, 0.1873, -3.1687], [-3.5860, 1.1489, -4.6742], [-4.6655, 1.6616, -3.3442], [-2.9418, 1.3456, -0.9826], [-3.8362, 2.7679, -1.3906], [-2.1578, 2.9154, -1.0724], [-2.1055, 3.3084, -4.7324], [-1.9343, 4.1094, -3.1854], [-3.5673, 3.7844, -3.8146]], "forces_ev_per_a": [[-0.595, -0.879, 0.375], [-1.057, -0.339, 0.359], [0.534, -0.113, -1.639], [-0.162, 0.254, 0.148], [0.728, -0.437, 0.729], [-0.756, 0.325, -0.739], [0.182, -0.222, -0.105], [-0.309, 0.022, 0.099], [0.271, 0.624, 0.191], [0.116, -0.178, 0.658], [-0.328, -0.175, -0.022], [0.494, -0.060, 0.246], [0.302, 0.237, 0.154], [0.348, 0.663, 0.391], [0.011, -0.986, 0.208], [0.104, 0.355, -0.342], [-0.352, 1.114, 0.226], [0.572, -0.082, 0.125], [0.025, 0.476, -0.288], [0.357, 0.395, 0.325], [-0.267, -0.114, 0.416], [-0.028, -0.557, -0.341], [-0.805, -0.369, 0.135], [0.681, 0.347, -0.404], [-0.353, 0.467, -0.144], [-0.459, -0.755, 0.225], [0.620, 0.998, -0.307], [0.008, 0.357, 0.161], [-0.213, 0.137, -0.333], [-0.231, -0.055, -0.181], [-0.188, -0.289, 1.184], [-0.689, 0.772, -0.928], [1.133, 0.030, 1.360], [-0.488, 0.533, -0.199], [0.313, -0.684, -0.024], [-0.128, -0.507, -0.427], [-0.259, -0.430, 0.121], [-0.082, 0.006, -0.357], [0.165, 0.392, -0.378], [0.024, -0.067, 0.208], [-0.193, -0.190, 0.173], [0.719, -0.461, 0.184], [0.316, -0.292, 0.062], [-0.117, -0.179, 0.186], [-0.089, -0.097, 0.177], [-0.041, -0.166, -0.193], [-0.155, -0.291, -0.334], [0.160, -0.136, 0.094], [-0.053, 0.171, -0.062], [-0.013, 0.280, 0.011], [-0.309, 0.012, -0.044], [0.913, 0.323, -0.084], [-0.605, -0.316, 0.683], [0.145, 0.131, -0.160], [0.439, 0.071, 0.176], [0.393, 0.297, -0.355], [0.155, -0.023, -0.056], [-0.507, -0.318, 0.004], [0.026, -0.096, 1.295], [0.774, 0.422, -1.077], [-0.515, 0.001, -0.309], [0.288, 0.334, -0.395], [-0.308, 0.047, -0.771], [0.462, -1.424, 0.588], [-1.213, 1.386, 0.647], [-0.146, 0.038, -1.323], [0.963, -0.531, -0.652], [-0.799, -0.174, 1.335], [0.625, 0.050, -1.319], [0.423, 0.108, -0.029], [-0.042, 0.913, -0.653], [-0.666, 0.315, 0.732], [-0.234, -0.126, -0.708], [0.041, 0.116, 0.213], [0.069, 0.018, -0.023], [-0.106, -0.087, -0.117], [-0.621, -0.654, 0.087], [0.291, 0.290, -0.248], [-0.013, -0.009, 0.023], [0.202, 0.028, -0.076], [-0.373, -0.239, -0.103], [-0.237, 0.344, -0.011], [-0.501, -0.012, -0.045], [0.297, -0.019, -0.025], [0.027, 0.310, 0.374], [-0.007, -0.077, 0.135], [-0.572, -0.373, 0.106], [0.123, -0.263, -0.504], [-0.149, 0.055, 0.174], [0.557, 0.244, 0.003], [0.072, 0.049, 0.181], [-0.251, 0.280, 0.420], [0.011, 0.036, -0.117], [0.144, -0.657, 0.176], [-0.225, -0.287, 0.174], [0.352, -0.126, -0.191], [0.209, -0.341, 0.169], [-0.161, 0.027, -0.340], [0.565, 0.110, 0.282], [-0.297, -0.049, 0.289], [0.082, 0.143, 0.241], [0.432, -0.141, 0.043]], "mulliken_spin": [0.80, -0.01, 0.15, 0.79, 0.18, -0.02, 0.87, 0.00, 0.01, 0.01, 0.01, 0.00, 0.01, 0.00, 0.00, 0.01, 0.03, 0.01, 0.00, 0.00, 0.00, 0.00, 0.00, 0.06, 0.02, 0.02, -0.01, 0.01, 0.00, 0.01, -0.02, 0.01, 0.00, 0.00, 0.00, 0.00, 0.00, 0.00, 0.00, 0.00, 0.01, 0.00, 0.00, 0.00, 0.00, 0.00, 0.00, 0.00, 0.00, 0.00, 0.01, 0.00, 0.00, 0.04, 0.00, 0.01, -0.01, 0.00, 0.01, 0.00, 0.01, -0.07, 0.37, -0.05, 0.26, -0.02, 0.13, 0.19, 0.01, 0.07, 0.03, 0.01, 0.02, 0.00, 0.00, 0.00, 0.00, 0.01, 0.00, 0.00, 0.00, 0.00, 0.00, 0.00, 0.00, 0.00, 0.00, 0.00, -0.01, 0.00, 0.04, 0.01, -0.02, -0.01, 0.00, 0.00, 0.00, 0.00, 0.00, 0.00, 0.01, 0.00]}